Entry 1:
The following is a DFT calculation (ωB97M-V/def2-TZVPD) of a structure of composition C32H36FN13O3PReS2.

Geometry as XYZ:
```
89
C32H36FN13O3PReS2 (ωB97M-V/def2-TZVPD)
Re -1.650 0.270 -1.009
N 0.213 1.213 -4.767
C 0.087 0.578 -3.608
N -1.009 1.014 -3.002
C -1.514 1.949 -3.872
N -0.789 2.080 -4.955
C -2.721 2.754 -3.645
C -3.015 3.842 -4.469
N -4.078 4.599 -4.251
C -4.840 4.294 -3.207
C -4.552 3.207 -2.392
N -3.500 2.423 -2.618
H 0.932 1.110 -5.467
H 0.776 -0.165 -3.248
H -2.376 4.096 -5.306
H -5.698 4.926 -3.015
H -5.176 2.974 -1.535
C 5.332 -3.104 0.533
C 4.000 -3.263 1.245
N 3.024 -2.223 0.837
C 2.107 -2.534 -0.072
C 1.139 -1.662 -0.534
C 0.159 -2.205 -1.529
O 0.373 -3.235 -2.120
O -0.925 -1.481 -1.738
C 1.151 -0.333 -0.072
O 0.307 0.563 -0.427
C 2.172 0.030 0.883
C 2.212 1.329 1.410
C 3.103 1.634 2.394
F 3.081 2.861 2.924
C 4.026 0.693 2.896
C 4.003 -0.580 2.352
C 3.076 -0.933 1.362
N 4.946 0.999 3.917
C 4.776 0.313 5.193
C 6.093 0.262 5.947
N 6.614 1.663 6.125
C 6.743 2.372 4.802
C 5.395 2.372 4.104
H 6.014 -3.889 0.860
H 5.797 -2.140 0.742
H 5.208 -3.197 -0.545
H 4.095 -3.225 2.328
H 3.544 -4.221 1.009
H 2.117 -3.547 -0.455
H 1.514 2.080 1.069
H 4.737 -1.293 2.697
H 4.435 -0.707 5.034
H 4.015 0.813 5.812
H 6.852 -0.279 5.385
H 5.977 -0.183 6.933
H 7.515 1.646 6.605
H 5.976 2.189 6.728
H 7.493 1.829 4.230
H 7.092 3.384 4.997
H 5.522 2.861 3.140
H 4.681 2.972 4.683
S -2.024 -0.563 1.105
C -1.425 0.750 2.034
C -0.930 0.502 3.351
N -0.532 0.270 4.404
C -1.443 2.025 1.516
S -2.035 2.334 -0.070
C -0.962 3.126 2.287
N -0.536 4.026 2.863
C -6.022 -1.377 -3.819
N -6.294 -1.191 -2.308
C -6.224 -2.585 -1.646
N -4.979 -3.204 -1.921
C -4.769 -3.340 -3.362
N -4.785 -2.037 -4.029
C -3.622 -1.215 -3.685
P -3.586 -0.858 -1.881
C -5.317 -0.232 -1.689
C -3.850 -2.566 -1.241
H -6.039 -0.386 -4.270
H -6.852 -1.975 -4.196
H -7.239 -0.821 -2.190
H -7.048 -3.157 -2.072
H -6.383 -2.440 -0.578
H -5.565 -3.960 -3.778
H -3.815 -3.829 -3.545
H -3.645 -0.280 -4.250
H -2.706 -1.746 -3.949
H -5.420 0.733 -2.184
H -5.564 -0.117 -0.633
H -4.029 -2.540 -0.164
H -2.942 -3.144 -1.414
```

The net charge is +3. For the energy above the lowest of the compared OMol25 structures with the same formula, charge and spin, the calculation gives 0.0 kJ/mol. As for the spin multiplicity: 2.

---

Entry 2:
The following is a DFT calculation (ωB97M-V/def2-TZVPD) of the molecule C2HN5O in a non-equilibrium geometry.

Geometry as XYZ:
```
9
C2HN5O (ωB97M-V/def2-TZVPD)
O -1.795 1.193 -0.332
C -1.105 0.141 -0.614
N -1.168 -1.207 0.168
N -0.085 -1.201 0.891
C 0.756 -0.142 0.950
N 1.373 0.594 -0.012
N 1.111 0.310 -1.411
N -0.113 -0.053 -1.630
H 1.025 0.366 1.990
```

The net charge is 0. For the energy above the lowest of the compared OMol25 structures with the same formula, charge and spin, the calculation gives 411.5 kJ/mol. As for the spin multiplicity: 1.

---

Entry 3:
The following is a DFT calculation (ωB97M-V/def2-TZVPD) of a structure of composition C26H26KN6O.

Geometry as XYZ:
```
60
C26H26KN6O (ωB97M-V/def2-TZVPD)
K -0.443 -0.134 0.403
C 2.364 3.025 -0.695
C 1.908 3.994 0.191
C 0.565 4.056 0.484
C -0.321 3.138 -0.113
N 0.131 2.177 -0.937
C 1.438 2.137 -1.204
N -1.665 3.375 0.063
C -2.645 2.538 0.106
N -2.661 1.178 0.244
C -3.959 0.774 0.233
N -4.522 -0.397 0.267
C -3.893 -1.622 0.238
C -4.757 -2.736 0.287
C -4.240 -4.010 0.233
C -2.862 -4.176 0.131
C -2.084 -3.037 0.091
N -2.565 -1.791 0.142
C -4.864 1.961 0.142
C -6.238 2.082 0.108
C -6.770 3.363 -0.013
C -5.939 4.477 -0.106
C -4.554 4.340 -0.078
C -4.039 3.067 0.053
H 3.410 2.940 -0.951
H 2.597 4.702 0.637
H 0.154 4.807 1.145
H 1.761 1.337 -1.860
H -5.818 -2.549 0.364
H -4.896 -4.872 0.272
H -2.402 -5.153 0.102
H -1.002 -3.127 0.040
H -6.868 1.204 0.173
H -7.845 3.500 -0.041
H -6.379 5.462 -0.207
H -3.895 5.197 -0.152
C 5.279 0.289 -1.082
C 4.907 -0.003 0.381
C 5.354 1.175 1.255
C 5.642 -1.274 0.837
C 3.453 -0.228 0.502
C 2.251 -0.464 0.594
H 6.365 0.282 -1.213
H 4.899 1.265 -1.390
H 4.839 -0.462 -1.740
H 6.441 1.294 1.203
H 5.066 1.013 2.294
H 4.888 2.102 0.917
H 6.727 -1.143 0.783
H 5.358 -2.119 0.207
H 5.364 -1.521 1.863
C 1.834 -5.657 -0.903
C 1.558 -4.413 -0.068
N 2.151 -3.290 -0.510
O 0.809 -4.460 0.898
H 2.889 -5.738 -1.169
H 1.249 -5.600 -1.823
H 1.528 -6.539 -0.348
H 2.804 -3.357 -1.271
H 2.142 -2.377 -0.005
```

The net charge is -1. The calculation puts the total energy at -54699.1198 eV. As for the spin multiplicity: 1.

---

Entry 4:
The following is a DFT calculation (ωB97M-V/def2-TZVPD) of a structure of composition C34H34AlN10O2S2.

Geometry as XYZ:
```
83
C34H34AlN10O2S2 (ωB97M-V/def2-TZVPD)
Al 0.586 -0.464 -0.510
N 0.284 -4.563 -0.032
C 0.763 -3.314 -0.099
S 0.595 -2.457 -1.633
N 1.328 -2.831 0.986
N 1.714 -1.539 0.780
C 2.641 -1.008 1.475
C 3.284 -1.662 2.634
C 4.664 -1.850 2.668
C 5.254 -2.479 3.755
C 4.468 -2.909 4.817
C 3.091 -2.721 4.785
C 2.498 -2.108 3.692
C 3.122 0.288 0.916
C 4.067 1.073 1.547
C 4.559 2.191 0.885
C 4.100 2.475 -0.386
C 3.122 1.656 -0.932
N 2.626 0.597 -0.296
H -0.092 -5.008 -0.847
H 0.403 -5.086 0.821
H 5.277 -1.521 1.834
H 6.325 -2.635 3.771
H 4.929 -3.397 5.667
H 2.477 -3.061 5.609
H 1.421 -1.982 3.652
H 4.418 0.800 2.534
H 5.303 2.822 1.357
H 4.479 3.315 -0.952
H 2.727 1.865 -1.920
O -2.504 0.957 0.937
S -1.185 0.471 1.221
O -0.883 -0.931 0.815
N 0.015 1.177 0.438
C -0.239 2.292 -0.407
C -0.711 3.517 -0.035
C -0.902 4.529 -1.007
C -0.604 4.316 -2.322
C -0.119 3.052 -2.738
C 0.206 2.725 -4.074
C 0.633 1.466 -4.387
C 0.728 0.502 -3.370
N 0.445 0.774 -2.115
C 0.039 2.043 -1.778
C -0.915 0.622 2.940
C -2.003 0.427 3.785
C -1.807 0.546 5.150
C -0.549 0.869 5.650
C 0.524 1.071 4.790
C 0.346 0.951 3.423
H -0.944 3.709 1.005
H -1.286 5.491 -0.691
H -0.742 5.100 -3.057
H 0.108 3.480 -4.846
H 0.889 1.192 -5.401
H 1.036 -0.515 -3.590
H -2.979 0.192 3.374
H -2.639 0.394 5.825
H -0.407 0.975 6.718
H 1.499 1.327 5.186
H 1.166 1.124 2.736
C -2.013 -1.145 -3.506
N -3.310 -1.367 -4.143
C -4.037 -0.091 -4.164
N -4.219 0.463 -2.819
C -2.899 0.646 -2.213
N -2.127 -0.618 -2.132
C -2.936 -1.583 -1.352
N -4.256 -1.811 -1.943
C -4.072 -2.309 -3.310
C -4.957 -0.521 -2.013
H -1.452 -0.429 -4.111
H -1.469 -2.090 -3.473
H -5.013 -0.247 -4.623
H -3.477 0.625 -4.770
H -3.021 1.050 -1.212
H -2.335 1.358 -2.823
H -3.060 -1.196 -0.343
H -2.392 -2.527 -1.306
H -5.048 -2.476 -3.765
H -3.535 -3.258 -3.272
H -5.078 -0.129 -1.002
H -5.942 -0.674 -2.454
```

The net charge is +1. For the energy above the lowest of the compared OMol25 structures with the same formula, charge and spin, the calculation gives 0.0 kJ/mol. As for the spin multiplicity: 1.

---

Entry 5:
The following is a DFT calculation (ωB97M-V/def2-TZVPD) of a structure of composition C50H52IMoN4O2 in a non-equilibrium geometry.

Geometry as XYZ:
```
110
C50H52IMoN4O2 (ωB97M-V/def2-TZVPD)
Mo -0.220 -0.433 0.967
C -2.191 3.353 2.368
C -3.098 2.162 2.443
N -4.354 2.336 2.833
C -5.189 1.300 2.908
C -4.853 -0.012 2.592
C -5.912 -1.089 2.677
O -5.390 -2.267 3.279
C -3.539 -0.224 2.163
C -3.014 -1.559 1.900
N -1.855 -1.845 1.403
C -1.516 -3.250 1.504
C -2.323 -4.236 0.960
C -1.976 -5.573 1.109
C -0.827 -5.931 1.801
C -0.005 -4.951 2.348
C -0.367 -3.629 2.182
I 0.855 -2.093 2.953
C -2.694 0.878 2.113
O -1.400 0.649 1.677
H -2.766 4.218 2.041
H -1.353 3.191 1.693
H -1.795 3.585 3.359
H -6.192 1.532 3.251
H -6.275 -1.315 1.670
H -6.758 -0.697 3.240
H -6.006 -2.602 3.938
H -3.639 -2.382 2.235
H -3.214 -3.952 0.410
H -2.609 -6.337 0.678
H -0.561 -6.973 1.920
H 0.888 -5.225 2.894
C 4.583 -1.049 -1.371
C 3.635 -1.361 -0.203
C 3.801 -2.829 0.208
C 3.851 -0.419 0.981
C 5.083 -0.462 1.624
C 5.364 0.367 2.695
C 4.397 1.246 3.151
C 3.139 1.334 2.560
C 2.179 2.358 3.158
C 1.061 1.710 3.975
C 1.647 3.386 2.156
C 2.890 0.490 1.466
N 1.645 0.578 0.691
C 1.752 1.161 -0.462
C 0.615 0.932 -1.438
N -0.366 0.231 -0.990
C -1.418 -0.244 -1.870
C -1.161 -1.455 -2.535
C -2.153 -1.942 -3.371
C -3.333 -1.230 -3.555
C -3.536 -0.025 -2.909
C -2.586 0.498 -2.031
C -2.818 1.846 -1.365
C -4.254 1.993 -0.855
C -2.490 2.996 -2.324
C 0.186 -2.153 -2.382
C 0.415 -3.277 -3.394
C 0.382 -2.749 -0.993
C 0.962 1.548 -2.683
C 0.383 1.641 -3.931
C 1.059 2.379 -4.921
C 2.263 3.002 -4.671
C 2.886 2.914 -3.398
C 4.120 3.494 -3.001
C 4.618 3.310 -1.728
C 3.943 2.534 -0.768
C 2.734 1.966 -1.121
C 2.217 2.173 -2.434
H 4.451 -1.780 -2.170
H 5.624 -1.101 -1.048
H 4.416 -0.055 -1.790
H 2.613 -1.241 -0.569
H 4.817 -3.031 0.550
H 3.618 -3.484 -0.646
H 3.122 -3.110 1.015
H 5.843 -1.147 1.269
H 6.334 0.331 3.173
H 4.620 1.892 3.993
H 2.782 2.914 3.876
H 0.315 1.238 3.337
H 0.546 2.460 4.578
H 1.460 0.960 4.661
H 0.987 2.939 1.410
H 2.466 3.885 1.634
H 1.078 4.158 2.677
H -2.008 -2.872 -3.904
H -4.090 -1.614 -4.228
H -4.448 0.529 -3.095
H -2.138 1.927 -0.511
H -4.956 2.094 -1.684
H -4.348 2.896 -0.251
H -4.569 1.137 -0.254
H -3.157 2.969 -3.189
H -1.462 2.947 -2.689
H -2.627 3.958 -1.828
H 0.971 -1.410 -2.553
H -0.284 -4.103 -3.246
H 1.425 -3.676 -3.290
H 0.305 -2.910 -4.414
H -0.387 -3.478 -0.755
H 0.349 -1.973 -0.182
H 1.366 -3.201 -0.866
H -0.567 1.171 -4.155
H 0.616 2.461 -5.905
H 2.746 3.565 -5.462
H 4.683 4.089 -3.712
H 5.561 3.767 -1.460
H 4.378 2.382 0.212
```

The net charge is +3. The calculation puts the total energy at -72682.6228 eV. As for the spin multiplicity: 1.

---

Entry 6:
The following is a DFT calculation (ωB97M-V/def2-TZVPD) of a structure of composition C4H6O3Tm in a non-equilibrium geometry.

Geometry as XYZ:
```
14
C4H6O3Tm (ωB97M-V/def2-TZVPD)
H -3.747 -0.327 -0.987
O -1.639 -0.926 0.136
C -0.228 -0.819 0.080
O 0.294 0.266 0.149
Tm 1.807 2.051 0.136
O 0.233 -1.978 -0.046
C 1.674 -2.207 -0.029
H 2.118 -1.674 -0.876
H 2.065 -1.853 0.930
H 1.780 -3.287 -0.132
C -2.379 0.030 -0.210
C -3.733 0.248 0.147
H -3.993 -0.110 1.151
H -4.054 1.268 -0.110
```

The net charge is +4. For the energy above the lowest of the compared OMol25 structures with the same formula, charge and spin, the calculation gives 109.8 kJ/mol. As for the spin multiplicity: 4.

---

Question: The highest net charge belongs to which entry?
Answer: C4H6O3Tm

---

Question: Which of these has the highest net charge?
Answer: C4H6O3Tm

---

Question: What is the net charge in the fifth record?
Answer: +3